This record from the Open Molecules 2025 dataset describes a 2-piece molecular cluster, C5H12N5 overall at a distorted geometry. The level of theory is the ωB97M-V functional and the def2-TZVPD basis.

Results
ΔE to the lowest compared entry with this formula, charge and spin	534.6	kJ/mol
highest occupied orbital energy	-12.6	eV

```
! RIJCOSX wB97M-V def2-TZVPD def2/J DEFGRID3
* xyz 1 1
C 1.162 1.285 -0.533
C -3.671 -1.628 0.051
C 3.229 0.115 -1.030
C 3.093 1.386 1.089
C 2.378 1.047 -0.183
N -0.028 1.526 -0.823
N -2.890 -0.594 0.187
N -4.930 -1.453 0.452
N -0.690 -1.339 0.403
N -1.587 -0.572 0.038
H -3.541 -2.583 -0.493
H 2.698 -0.271 -1.789
H 4.108 0.762 -1.442
H 3.789 -0.663 -0.424
H 2.744 2.304 1.420
H 4.131 1.396 0.980
H 2.868 0.760 1.904
H -5.706 -1.874 0.025
H -5.167 -0.644 0.986
H -0.967 -2.169 0.809
H -0.402 2.413 -1.191
H -0.622 0.796 -0.436
*
```

This record from the Open Molecules 2025 dataset describes C28H27Co2N4O6 as an isolated structure at a distorted geometry. The level of theory is the ωB97M-V functional and the def2-TZVPD basis.

Results
ΔE to the lowest compared entry with this formula, charge and spin	84.3	kJ/mol
highest occupied orbital energy	-3.1	eV

```
! RIJCOSX wB97M-V def2-TZVPD def2/J DEFGRID3
* xyz -1 1
O 2.092 -6.301 -1.432
C 2.044 -5.734 -0.427
Co 2.091 -4.906 1.154
C 3.625 -5.697 1.588
O 4.623 -6.248 1.774
C 2.564 -3.249 0.707
O 2.949 -2.217 0.350
C 0.517 -5.161 2.015
C 1.445 -4.510 2.789
C 1.829 -3.967 3.964
C 2.135 -2.560 4.072
C 3.067 -2.068 5.027
C 3.306 -0.702 5.135
C 2.592 0.209 4.337
C 1.675 -0.260 3.387
C 1.489 -1.631 3.222
Co -0.613 -4.103 0.745
C -1.012 -5.231 -0.534
O -1.335 -5.995 -1.342
C -0.769 -2.452 0.142
O -0.941 -1.381 -0.272
C -2.012 -4.224 1.757
O -2.911 -4.334 2.479
H 0.017 -6.108 2.270
H 2.030 -4.619 4.820
H 3.608 -2.797 5.637
H 4.051 -0.339 5.848
H 2.734 1.281 4.468
H 1.094 0.423 2.767
H 0.797 -2.019 2.466
C 3.155 3.792 -1.221
C 2.569 2.779 -2.187
N 1.141 2.995 -2.456
C 0.806 3.177 -3.852
C -0.556 3.808 -4.034
N -1.537 3.254 -3.134
C -2.908 3.304 -3.579
C -3.882 3.297 -2.423
N -3.506 2.336 -1.408
C -4.576 1.967 -0.472
C -4.823 0.471 -0.407
C -2.188 2.165 -1.076
C -1.756 1.530 0.121
N -0.470 1.432 0.444
C 0.479 1.948 -0.330
C 0.181 2.568 -1.577
C -1.189 2.681 -1.952
H 4.220 3.581 -1.094
H 3.059 4.808 -1.621
H 2.674 3.747 -0.240
H 3.072 2.856 -3.156
H 2.717 1.760 -1.804
H 1.575 3.822 -4.293
H 0.819 2.208 -4.385
H -0.480 4.897 -3.879
H -0.905 3.650 -5.060
H -3.040 4.212 -4.177
H -3.118 2.446 -4.239
H -3.938 4.318 -1.999
H -4.881 3.022 -2.783
H -4.336 2.354 0.528
H -5.476 2.478 -0.828
H -5.650 0.283 0.283
H -5.112 0.088 -1.392
H -3.947 -0.082 -0.057
H -2.485 1.100 0.810
H 1.512 1.849 0.014
*
```

This record from the Open Molecules 2025 dataset describes a 2-piece molecular cluster, C8H8N3O2S overall at a distorted geometry. The level of theory is the ωB97M-V functional and the def2-TZVPD basis.

Results
ΔE to the lowest compared entry with this formula, charge and spin	398.4	kJ/mol
highest occupied orbital energy (spin up / spin down)	-11.0 / -11.0	eV

```
! RIJCOSX wB97M-V def2-TZVPD def2/J DEFGRID3
* xyz 1 1
C 1.398 -1.807 0.933
C 1.022 -0.272 2.680
C 1.067 -0.854 -0.031
C 0.755 0.735 1.783
C 1.466 -1.530 2.312
C 0.629 0.387 0.462
C -2.860 2.204 -3.003
C -3.453 1.024 -3.109
N -1.194 0.883 -4.270
N -2.157 1.252 -3.697
N 1.936 -2.349 3.211
O -1.225 1.730 -1.081
O 0.949 1.110 -2.042
S 0.227 1.582 -0.867
H 1.975 -2.694 0.448
H 0.862 0.043 3.630
H 0.881 -1.120 -1.046
H 0.700 1.724 2.152
H -3.034 3.226 -2.625
H -4.229 0.149 -2.956
H 2.417 -3.199 2.894
H 1.868 -2.223 4.222
*
```

This record from the Open Molecules 2025 dataset describes C12H19BrF5NO3PTl as an isolated structure at a distorted geometry. The level of theory is the ωB97M-V functional and the def2-TZVPD basis.

Results
highest occupied orbital energy	-15.1	eV

```
! RIJCOSX wB97M-V def2-TZVPD def2/J DEFGRID3
* xyz 2 1
C 3.939 -0.943 2.403
C 3.354 0.275 1.617
C 4.189 0.474 0.346
C 3.446 1.201 -0.815
C 2.714 0.189 -1.768
C 1.222 0.172 -1.379
C 0.455 -1.088 -1.855
C -0.689 -1.448 -0.853
C -1.873 -0.442 -1.135
C -2.983 -1.153 -2.145
O -3.100 -2.342 -2.239
O -3.609 -0.271 -2.742
N -2.407 0.182 0.011
P -2.527 1.929 -0.191
O -4.132 2.337 -0.214
Br -1.793 2.913 1.675
C -3.436 -0.561 0.706
F -4.666 -0.516 0.144
F -3.094 -1.846 0.756
C -3.658 -0.170 2.227
F -4.494 0.911 2.409
F -2.533 -0.080 2.880
F -4.323 -1.192 2.751
H 3.294 -1.818 2.268
H 4.036 -0.726 3.468
H 4.909 -1.240 1.997
H 3.372 1.192 2.212
H 2.307 0.017 1.412
H 5.119 1.023 0.539
H 4.510 -0.495 -0.057
H 2.701 1.868 -0.359
H 4.122 1.850 -1.379
H 2.858 0.585 -2.777
H 3.174 -0.800 -1.707
H 0.776 1.089 -1.792
H 1.088 0.259 -0.293
H -0.054 -0.798 -2.790
H 1.078 -1.955 -2.092
H -0.289 -1.319 0.156
H -0.961 -2.487 -1.042
H -1.421 0.363 -1.731
H -4.120 3.289 -0.003
Tl -6.503 1.574 1.382
*
```

This record from the Open Molecules 2025 dataset describes C25H58Ba2F6LiN5O15S2 as an isolated structure at a distorted geometry. The level of theory is the ωB97M-V functional and the def2-TZVPD basis.

Results
ΔE to the lowest compared entry with this formula, charge and spin	0.0	kJ/mol
highest occupied orbital energy	-11.2	eV

```
! RIJCOSX wB97M-V def2-TZVPD def2/J DEFGRID3
* xyz 2 1
Li 0.073 -3.079 -2.989
Ba -1.929 1.864 -5.284
Ba -5.036 -2.522 -3.984
N -2.098 -4.526 -3.867
O -2.996 -5.075 -3.269
O -0.981 -4.866 -3.731
O -2.522 -3.468 -4.401
C -1.896 -0.129 -0.303
F -2.288 -0.997 0.596
F -2.444 1.072 -0.119
F -0.567 -0.059 -0.163
S -2.297 -0.762 -2.032
O -3.651 -1.309 -1.929
O -2.008 0.336 -2.915
O -1.395 -1.900 -2.220
C -5.926 2.004 -1.783
F -5.046 1.372 -1.104
F -7.053 2.007 -1.070
F -5.614 3.331 -1.982
S -5.992 1.183 -3.600
O -6.468 -0.195 -3.414
O -6.978 1.960 -4.348
O -4.612 1.222 -4.068
C 2.340 -5.238 -0.827
C 0.887 -4.715 -0.678
C 0.324 -4.852 0.737
O 1.210 -4.237 1.622
C 1.026 -4.525 3.023
N 0.660 -3.365 -1.007
H 3.090 -4.727 -0.224
H 2.650 -5.323 -1.869
H 2.442 -6.228 -0.383
H 0.220 -5.180 -1.404
H 0.252 -5.938 0.793
H -0.688 -4.449 0.770
H 0.030 -4.849 3.325
H 1.518 -3.779 3.647
H 1.567 -5.449 3.223
H 1.234 -2.921 -0.303
H -0.239 -3.071 -0.652
C -0.705 5.451 -2.010
C -0.589 4.277 -3.072
C 0.095 3.071 -2.418
O 0.480 2.115 -3.383
C 1.147 1.048 -2.752
N -1.942 3.993 -3.543
H -1.192 6.327 -2.440
H 0.296 5.847 -1.834
H -1.134 5.166 -1.050
H -0.001 4.663 -3.904
H -0.546 2.729 -1.606
H 1.011 3.486 -1.996
H 0.532 0.485 -2.049
H 2.049 1.362 -2.227
H 1.509 0.325 -3.481
H -2.195 4.877 -3.962
H -2.582 3.948 -2.763
C -1.235 1.726 3.151
C -0.812 3.110 3.569
C -1.197 4.273 2.653
O -0.601 4.208 1.342
C 0.834 4.231 1.251
N -1.289 3.375 4.849
H -0.866 0.971 3.846
H -0.842 1.504 2.159
H -2.315 1.687 3.013
H 0.269 3.215 3.663
H -0.898 5.155 3.221
H -2.286 4.302 2.651
H 1.404 4.978 1.805
H 0.945 4.499 0.200
H 1.328 3.265 1.354
H -2.177 3.854 4.885
H -0.657 4.010 5.315
C -6.291 -2.415 -0.376
C -5.172 -2.898 0.563
O -5.137 -4.297 0.981
O -6.113 -3.186 -1.536
H -6.191 -1.370 -0.669
H -7.276 -2.636 0.036
H -5.353 -2.292 1.451
H -4.188 -2.861 0.094
H -4.799 -4.358 1.878
H -6.499 -4.031 -1.293
C 6.103 -0.720 0.090
C 5.707 0.265 1.231
C 5.235 1.663 0.632
C 3.845 1.569 0.091
C 2.876 1.133 1.194
C 3.176 -0.233 1.861
N 4.599 -0.296 2.094
O 5.099 -1.353 2.784
C 2.415 -0.165 3.228
C 2.653 -1.453 1.076
C 6.902 0.599 2.095
H 7.085 -0.413 -0.268
H 5.442 -0.710 -0.777
H 6.204 -1.729 0.489
H 5.330 2.477 1.351
H 5.927 1.750 -0.207
H 3.756 1.039 -0.857
H 3.559 2.494 -0.410
H 1.927 1.182 0.660
H 2.988 1.867 1.992
H 1.334 -0.300 3.212
H 2.751 -0.801 4.048
H 2.640 0.796 3.692
H 1.826 -2.003 1.523
H 2.593 -1.422 -0.012
H 3.474 -2.169 1.042
H 7.399 1.524 1.801
H 7.638 -0.196 2.215
H 6.571 0.754 3.122
H 5.330 -0.958 3.628
*
```

This record from the Open Molecules 2025 dataset describes C18H17AsBrCl3F6N2O13S4Sc as an isolated structure at a distorted geometry. The level of theory is the ωB97M-V functional and the def2-TZVPD basis.

Results
ΔE to the lowest compared entry with this formula, charge and spin	0.0	kJ/mol
highest occupied orbital energy	-6.9	eV

```
! RIJCOSX wB97M-V def2-TZVPD def2/J DEFGRID3
* xyz -1 1
Sc 0.010 0.939 -0.438
F -2.130 -4.231 -1.206
C -2.172 -3.309 -2.168
F -2.086 -3.967 -3.330
F -3.288 -2.597 -2.069
S -0.772 -2.159 -2.236
O -0.815 -1.300 -1.015
O -1.003 -1.453 -3.471
N 0.368 -3.173 -2.317
S 1.360 -3.542 -1.194
O 1.372 -2.708 -0.023
O 2.619 -3.803 -1.795
C 0.686 -5.216 -0.600
F 0.259 -5.881 -1.678
F -0.357 -5.081 0.216
F 1.587 -5.950 0.016
O -1.772 0.742 3.608
S -1.523 1.382 2.324
O -0.743 2.601 2.476
O -0.919 0.475 1.274
C -3.106 1.795 1.634
C -4.234 1.279 2.266
C -5.524 1.692 1.899
C -5.662 2.637 0.908
C -4.575 3.023 0.169
C -3.285 2.668 0.539
S -2.048 3.451 -0.478
O -1.379 4.509 0.197
O -2.810 3.802 -1.635
O -1.046 2.409 -0.918
H -4.109 0.610 3.077
H -6.403 1.365 2.453
H -6.660 2.978 0.626
H -4.731 3.585 -0.747
C 1.549 2.907 -3.718
As 2.166 1.106 -3.135
C 4.040 1.311 -2.451
C 2.087 -0.243 -4.609
O 1.230 0.401 -1.919
H 2.028 3.206 -4.651
H 1.777 3.597 -2.898
H 0.456 2.888 -3.814
H 4.783 1.143 -3.246
H 4.116 0.565 -1.666
H 4.111 2.308 -1.983
H 2.722 0.052 -5.464
H 1.035 -0.382 -4.900
H 2.454 -1.168 -4.172
Br 3.888 -3.518 3.453
C 2.146 -2.804 3.833
C 1.026 -3.524 3.447
C -0.186 -2.956 3.790
C -0.245 -1.772 4.502
C 0.968 -1.204 4.918
N 2.133 -1.716 4.549
H 1.079 -4.369 2.789
H -1.102 -3.395 3.377
H -1.103 -1.144 4.647
H 0.977 -0.296 5.513
Cl 3.497 4.627 2.319
C 3.307 3.033 1.492
Cl 2.908 1.914 2.730
Cl 4.916 2.679 0.846
C 2.294 3.081 0.288
O 2.407 3.978 -0.514
O 1.430 2.125 0.286
*
```